{"formula": "C3H7NO2", "method": "wB97M-V/def2-TZVPD", "elements": ["C", "C", "N", "C", "O", "O", "H", "H", "H", "H", "H", "H", "H"], "positions_angstrom": [[-0.02, -2.00, 0.90], [-0.23, 0.66, -0.31], [0.70, 1.65, -1.62], [-0.64, 1.40, 0.69], [0.13, -0.22, -1.13], [-0.90, -1.22, 0.14], [1.70, 1.45, -1.64], [0.34, 1.52, -2.56], [-0.61, -2.45, 1.71], [0.43, -2.81, 0.32], [0.78, -1.40, 1.37], [-0.43, 2.46, 0.67], [-1.26, 0.97, 1.46]], "mulliken_charge": [-0.535, 0.883, -0.720, -0.778, -0.250, -0.522, 0.271, 0.297, 0.248, 0.225, 0.269, 0.313, 0.299], "energy_ha": -323.46774, "relative_energy_kj_mol": 822.4, "fmax_ev_per_a": 3.38, "lumo_energy_ev": [-1.469, -1.472]}



{"formula": "C3H9ClSSi", "method": "wB97M-V/def2-TZVPD", "elements": ["C", "C", "C", "Si", "S", "Cl", "H", "H", "H", "H", "H", "H", "H", "H", "H"], "positions_angstrom": [[-0.26, 0.71, 1.56], [-0.12, 0.66, -1.60], [1.59, -1.60, -0.15], [-0.03, -0.44, 0.02], [-1.82, -1.61, 0.00], [3.03, -0.72, 0.06], [-1.36, 0.80, 1.61], [0.07, 0.38, 2.58], [0.25, 1.66, 1.36], [0.22, 0.10, -2.47], [-1.00, 1.18, -1.63], [0.55, 1.56, -1.42], [1.43, -1.98, -1.18], [1.45, -2.39, 0.62], [-2.63, -0.68, 0.19]], "mulliken_charge": [-0.798, -0.964, -0.243, -0.524, 0.293, -0.191, 0.336, 0.307, 0.258, 0.280, 0.424, 0.284, 0.260, 0.301, -0.023], "energy_ha": -1267.38242, "relative_energy_kj_mol": 246.2, "fmax_ev_per_a": 6.81, "spin_multiplicity": 3, "lumo_energy_ev": [0.800, -3.909]}



{"formula": "C5H15NO2", "method": "wB97M-V/def2-TZVPD", "elements": ["C", "N", "C", "C", "C", "C", "H", "H", "H", "H", "H", "H", "H", "H", "H", "H", "H", "H", "H", "O", "H", "H", "O"], "positions_angstrom": [[-0.63, 1.35, 0.65], [0.11, 1.70, -0.56], [1.56, 1.51, -0.41], [3.35, -1.75, 0.84], [2.52, -0.50, 0.71], [2.39, 0.19, -0.41], [-0.06, 0.60, 1.28], [-1.65, 1.01, 0.50], [-0.86, 2.25, 1.21], [-0.19, 1.30, -1.44], [2.07, 2.19, -1.16], [1.76, 1.94, 0.61], [3.79, -2.08, -0.10], [2.78, -2.66, 1.09], [4.07, -1.58, 1.64], [1.84, -0.16, 1.52], [2.88, -0.15, -1.36], [-5.58, -0.98, 1.01], [-5.72, 0.67, 0.69], [-5.21, -0.14, 0.74], [-2.67, -1.39, -1.56], [-1.80, -2.16, -0.75], [-1.80, -1.81, -1.65]], "mulliken_charge": [-0.579, -0.261, -1.180, -1.179, -0.054, 0.202, 0.102, 0.301, 0.254, 0.279, 0.358, 0.436, 0.312, 0.298, 0.285, 0.190, 0.242, 0.320, 0.318, -0.633, 0.315, 0.306, -0.633], "energy_ha": -404.65998, "smiles": "C/C=C/CNC.O.O", "relative_energy_kj_mol": 249.6, "fmax_ev_per_a": 2.15, "lumo_energy_ev": 0.556}



{"formula": "C13H4Br4Cl6", "method": "wB97M-V/def2-TZVPD", "elements": ["Cl", "Cl", "Cl", "Cl", "Cl", "Cl", "Br", "Br", "Br", "Br", "C", "C", "C", "C", "C", "C", "C", "C", "C", "C", "C", "C", "C", "H", "H", "H", "H"], "positions_angstrom": [[-5.44, -0.12, -0.71], [-3.88, -3.30, -0.77], [-0.64, 0.28, 2.01], [-3.11, -1.09, 2.55], [-3.51, 1.96, 1.03], [-1.03, -3.14, 0.50], [3.86, -1.88, 1.06], [5.17, -0.36, -1.57], [3.25, 0.83, -3.84], [-0.09, 0.76, -3.58], [-3.80, -0.50, -0.26], [-3.19, -1.71, -0.29], [1.34, -1.14, -0.14], [2.71, -1.14, -0.27], [3.29, -0.52, -1.39], [2.44, 0.01, -2.36], [1.02, -0.03, -2.22], [0.44, -0.63, -1.10], [-1.78, 0.72, -0.86], [-2.06, -0.48, 1.24], [-2.79, 0.47, 0.27], [-1.76, -1.53, 0.14], [-1.09, -0.67, -1.04], [0.98, -1.59, 0.78], [-1.03, 1.43, -0.50], [-2.26, 1.10, -1.73], [-1.41, -1.09, -1.99]], "mulliken_charge": [-0.157, -0.160, -0.087, -0.110, -0.123, -0.062, -0.158, -0.138, -0.157, -0.135, 0.135, -0.555, 0.093, -0.906, 0.176, 0.143, -0.236, 0.380, -1.253, 0.643, 0.338, 0.170, 0.108, 0.326, 0.419, 0.541, 0.765], "energy_ha": -13554.97891, "relative_energy_kj_mol": 0.0, "fmax_ev_per_a": 2.28, "lumo_energy_ev": -0.091}



- What is the formula in the second record?
  C3H9ClSSi